Entry 1:
This record from the Open Molecules 2025 dataset describes C14H40ClN9NbO20 as an isolated structure in a non-equilibrium geometry. The level of theory is ωB97M-V with the def2-TZVPD basis set.

Summary:
E_HOMO: -5.239 eV
LUMO level: 0.694 eV
Total charge: -1
Orbital gap: 5.93 eV
E: -83573.0164 eV
F_max: 4.0 eV/A

Geometry (Å):
C  3.70153  0.34908  -1.84596
C  3.36270  0.22722  -3.41509
C  1.83278  0.54937  -3.68550
O  1.48364  1.93388  -3.32385
Nb  -0.57083  1.82631  -2.77584
Cl  -0.34673  3.72758  -1.19611
C  -2.74650  1.38681  -2.17182
C  -2.83896  -0.21593  -1.96723
O  -3.43855  -0.92010  -2.79693
H  4.74502  -0.11985  -1.72784
H  2.97278  -0.30382  -1.28434
H  3.69643  1.42436  -1.49222
H  4.04992  0.87717  -4.03778
H  3.53390  -0.87502  -3.65969
H  1.50728  0.39288  -4.75619
H  1.23642  -0.19951  -3.06741
H  -1.08843  2.93114  -4.12573
H  -0.69692  0.42933  -3.93726
H  -0.08928  0.60622  -1.50453
H  -3.05139  1.90379  -1.21640
H  -3.45304  1.60907  -3.02694
H  -2.28006  -0.64428  -1.04740
C  2.86522  5.34929  -1.91256
N  4.28508  4.98809  -1.66022
O  5.14334  5.69568  -2.15897
O  4.49098  4.00897  -0.97154
H  2.83646  6.23824  -2.53751
H  2.39512  4.50732  -2.41808
H  2.39816  5.54063  -0.94854
C  -4.20746  -3.21563  0.22311
N  -3.74038  -2.25746  1.25785
O  -4.43693  -2.11217  2.25107
O  -2.69598  -1.68594  1.03937
H  -5.14919  -3.65049  0.54865
H  -4.33806  -2.65880  -0.70518
H  -3.44392  -3.98266  0.11802
C  -4.86599  0.15707  4.63088
N  -5.23946  1.58130  4.43435
O  -4.45120  2.42765  4.81423
O  -6.31130  1.80125  3.90625
H  -3.89133  0.11404  5.10987
H  -5.62744  -0.29669  5.26261
H  -4.83443  -0.31412  3.64987
C  -4.85634  5.74109  4.59053
N  -4.58928  7.20163  4.66395
O  -4.34876  7.67581  5.76098
O  -4.63055  7.82170  3.62086
H  -4.78616  5.32100  5.59005
H  -5.85845  5.61097  4.18684
H  -4.10706  5.30202  3.93455
C  8.51520  1.00372  -0.83672
N  7.34322  0.09953  -0.95598
O  7.04902  -0.29470  -2.07025
O  6.76155  -0.18144  0.06952
H  8.93318  1.16682  -1.82679
H  8.16412  1.93990  -0.40640
H  9.23967  0.51702  -0.18655
C  -1.92468  -7.68478  -0.57200
N  -2.30258  -6.26187  -0.76594
O  -1.51920  -5.41580  -0.38090
O  -3.37441  -6.04475  -1.29844
H  -0.95164  -7.72580  -0.08926
H  -2.68467  -8.14290  0.05352
H  -1.88807  -8.15067  -1.55529
C  -1.10840  7.47002  5.72508
N  0.17169  6.92026  5.20866
O  0.44680  5.77291  5.50081
O  0.85320  7.66218  4.52916
H  -1.60835  6.70329  6.31105
H  -0.86866  8.33291  6.34309
H  -1.71357  7.75561  4.86680
C  7.11691  -1.58346  -4.87414
N  7.96803  -2.41509  -5.76479
O  9.14179  -2.53699  -5.46642
O  7.42856  -2.91638  -6.73196
H  7.72712  -1.20476  -4.06058
H  6.71876  -0.76504  -5.47106
H  6.31953  -2.21924  -4.49432
C  -4.43298  -11.38596  1.75133
N  -3.92450  -10.05321  1.33703
O  -2.79490  -9.75262  1.67657
O  -4.67667  -9.35651  0.68623
H  -3.65920  -11.89328  2.32171
H  -5.31930  -11.22335  2.36152
H  -4.67298  -11.94101  0.84648

Forces on the atoms, in the same order (eV/Å):
0.703 -0.494 -1.149
-0.553 -0.077 0.833
0.690 -0.294 -0.003
-2.422 -2.059 0.528
2.959 2.570 1.014
-0.158 -0.595 -0.608
-0.351 -2.555 0.070
-0.580 1.414 -1.271
1.256 0.867 2.076
-1.588 0.899 0.122
0.674 0.933 -0.418
-0.114 -1.366 -0.312
-0.747 -0.699 0.661
-0.209 1.385 -0.055
0.685 0.073 0.962
0.800 0.928 -0.719
-0.638 -0.393 -0.736
-0.391 0.515 0.306
-0.509 -0.853 -0.088
0.484 -0.424 -0.907
0.727 -0.077 0.997
-0.832 0.480 -1.314
-0.208 0.159 -0.173
-0.129 0.047 -0.040
0.078 -0.199 0.130
0.162 0.230 -0.142
0.146 -0.094 0.072
-0.045 -0.099 0.205
-0.014 -0.227 -0.069
-0.291 -0.184 -0.083
0.085 -0.084 -0.297
0.099 0.118 0.082
-0.262 -0.061 0.386
0.103 0.120 0.070
0.236 -0.050 0.000
0.040 0.228 -0.137
0.229 -0.192 0.044
0.030 -0.065 0.043
-0.222 0.085 -0.077
0.195 0.118 0.131
-0.095 0.114 -0.080
-0.037 0.042 -0.163
-0.079 -0.017 0.097
-0.004 -0.289 0.183
-0.110 -0.065 -0.023
0.038 0.097 -0.187
0.078 0.008 0.291
0.021 0.111 -0.102
0.148 -0.004 -0.112
-0.157 0.035 -0.052
0.226 0.233 -0.166
-0.094 0.000 0.088
0.095 -0.054 0.218
0.133 -0.044 -0.267
-0.120 -0.063 0.073
0.010 -0.125 0.066
-0.137 0.069 0.053
0.235 -0.162 0.017
0.174 -0.026 -0.070
-0.277 -0.021 -0.032
0.154 0.019 0.127
-0.108 0.118 -0.047
0.012 0.092 -0.179
-0.128 0.051 0.061
-0.287 -0.084 0.140
0.088 -0.128 -0.008
0.056 0.204 -0.082
-0.070 -0.142 0.131
0.122 0.035 -0.085
-0.037 0.016 -0.174
0.127 0.133 0.071
0.059 0.171 0.246
-0.024 0.036 0.028
-0.134 -0.085 -0.185
0.222 0.018 0.122
-0.035 -0.104 -0.147
-0.097 -0.158 0.009
-0.018 0.103 -0.131
0.066 -0.313 0.170
0.024 -0.046 0.075
-0.229 -0.010 -0.050
0.199 -0.060 0.122
-0.025 0.142 -0.076
-0.001 0.009 -0.168
-0.103 0.118 0.065


Entry 2:
This record from the Open Molecules 2025 dataset describes a 5-piece molecular cluster, C14H40N2O8 overall in a non-equilibrium geometry. The level of theory is ωB97M-V with the def2-TZVPD basis set.

Summary:
E_HOMO: -9.632 eV
LUMO level: 0.650 eV
Total charge: 0
Energy above the lowest of the compared OMol25 structures with the same formula, charge and spin: 30.7 kcal/mol
Orbital gap: 10.28 eV
E: -34523.4358 eV
F_max: 2.9 eV/A

Geometry (Å):
C  1.81895  5.41364  -2.12205
O  1.65640  5.52315  -0.70425
C  0.26999  5.45574  -0.18266
C  -0.15443  3.99454  -0.04186
C  -1.45142  3.86100  0.63699
N  0.84699  3.34260  0.77424
H  1.52564  6.26371  -2.73804
H  1.30483  4.52848  -2.49656
H  2.84889  5.27153  -2.44937
H  0.34441  5.92282  0.79938
H  -0.46526  6.04883  -0.72649
H  -0.27206  3.51236  -1.01230
H  -1.71161  2.84744  0.94212
H  -2.16058  4.17100  -0.13053
H  -1.57998  4.44128  1.55069
H  0.81649  3.71382  1.71305
H  1.70199  3.77283  0.45179
C  1.48793  -5.29762  -1.00382
O  0.37065  -4.46745  -0.96825
C  -0.58975  -4.66133  -2.00097
C  -1.65975  -3.53361  -2.03805
C  -0.98967  -2.23428  -2.54023
N  -2.36121  -3.40376  -0.72689
H  2.22941  -4.92367  -0.29779
H  1.93104  -5.33634  -1.99893
H  1.34882  -6.35203  -0.76513
H  -0.02865  -4.65703  -2.93545
H  -1.05055  -5.64528  -1.91373
H  -2.32128  -3.83264  -2.85111
H  -0.34269  -2.36187  -3.40812
H  -0.49250  -1.80736  -1.66922
H  -1.81806  -1.57096  -2.78900
H  -2.81637  -4.28524  -0.53733
H  -1.57809  -3.29378  -0.09861
O  -0.30046  0.80940  2.13419
C  -0.24526  -0.24261  1.17183
C  1.26623  -0.59010  0.85022
O  1.80418  0.52456  0.08164
H  0.18505  1.55957  1.78329
H  -0.65358  -1.16226  1.59089
H  -0.79799  0.03795  0.27524
H  1.20315  -1.56707  0.37101
H  1.80668  -0.69104  1.79140
H  1.48112  1.34748  0.45584
O  -2.77915  0.90432  3.66527
C  -2.46253  0.34772  4.94485
C  -3.67864  0.33010  5.92667
O  -3.30453  0.26209  7.30290
H  -1.93495  0.99042  3.21638
H  -2.09330  -0.66643  4.79234
H  -1.68278  0.96487  5.39118
H  -4.31635  -0.52842  5.71604
H  -4.31046  1.21091  5.81233
H  -2.93807  -0.61108  7.46062
O  3.53432  -2.96357  -3.58654
C  2.97034  -1.99611  -2.69169
C  2.44432  -0.71033  -3.43750
O  2.67571  0.49825  -2.61487
H  2.79226  -3.31331  -4.08516
H  2.19578  -2.52676  -2.13801
H  3.84668  -1.77275  -2.08322
H  1.39228  -0.78439  -3.71287
H  3.05909  -0.48443  -4.30878
H  2.18238  0.40265  -1.79689

Forces on the atoms, in the same order (eV/Å):
-0.300 -0.638 -0.392
-0.973 0.535 -0.292
1.127 -0.036 -0.789
0.490 0.442 0.701
-1.916 0.108 -0.083
1.236 -0.719 -0.130
-0.620 0.420 0.535
-0.250 -0.051 -0.064
0.323 -0.106 0.952
0.049 -0.166 0.137
0.246 0.068 -0.563
0.557 -0.084 -0.104
0.237 -0.200 -0.329
-0.698 0.121 0.485
0.178 0.410 -0.103
-0.511 0.111 0.435
0.851 -0.451 -0.237
0.780 -0.366 -0.343
-0.916 0.547 0.453
0.375 0.103 -0.082
1.254 -0.901 -0.355
-1.359 -0.082 1.331
0.734 0.605 -1.731
-0.092 0.185 -0.079
0.207 0.360 -0.274
-0.738 -0.152 0.316
-0.073 -0.032 -0.451
-0.192 -0.202 0.206
-0.495 -0.185 0.301
0.008 -0.145 0.247
0.507 0.272 -0.301
0.206 0.296 -0.147
0.005 -0.108 0.236
-0.159 -0.123 0.684
-0.455 -0.621 0.271
1.904 -0.454 0.356
-2.218 1.842 0.215
0.239 -2.100 -0.143
0.041 0.469 -0.222
-0.437 0.287 0.282
0.089 -0.128 -0.192
0.758 0.313 -0.815
0.030 -0.042 0.035
-0.130 0.551 0.117
-0.660 -0.189 0.769
-0.503 0.538 0.227
0.136 -0.258 -0.543
0.261 0.193 -0.382
0.299 0.012 -0.448
0.131 -0.207 0.248
0.128 -0.121 0.315
-0.086 -0.082 -0.284
0.312 0.151 -0.077
0.049 -0.054 0.088
-0.442 0.037 -0.432
0.459 0.233 -1.051
1.246 0.938 1.756
-0.373 -1.341 -1.218
0.105 -0.250 -0.278
-0.182 0.459 0.461
-0.496 0.540 0.374
-0.050 -0.084 -0.038
-0.110 -0.528 -0.112
-0.119 0.059 0.550


Entry 3:
This record from the Open Molecules 2025 dataset describes a 6-piece molecular cluster, C14H40O6 overall in a non-equilibrium geometry. The level of theory is ωB97M-V with the def2-TZVPD basis set.

Summary:
E_HOMO: -9.346 eV
LUMO level: 0.373 eV
Total charge: 0
Energy above the lowest of the compared OMol25 structures with the same formula, charge and spin: 81.8 kcal/mol
Orbital gap: 9.72 eV
E: -27448.5579 eV
F_max: 2.9 eV/A

Geometry (Å):
C  -1.92746  6.55587  0.24119
C  -3.27791  5.97302  -0.20893
C  -3.24270  4.45339  -0.11011
O  -4.30202  6.46228  0.62198
H  -1.18093  6.04162  -0.36407
H  -1.60290  6.44186  1.27549
H  -1.68851  7.57242  -0.07126
H  -3.54703  6.25423  -1.22706
H  -3.02071  4.07539  0.88785
H  -2.55934  3.91643  -0.76797
H  -4.20203  3.98488  -0.32987
H  -5.09543  5.94016  0.48236
C  0.54657  -4.38161  -3.13330
C  -0.22728  -4.23565  -1.76844
C  -1.33190  -3.11064  -1.73003
O  -0.82832  -5.47930  -1.51410
H  0.09171  -3.99098  -4.04358
H  0.75805  -5.42731  -3.35668
H  1.41982  -3.76600  -2.91753
H  0.46328  -4.09503  -0.93690
H  -2.07865  -3.31307  -2.49781
H  -0.89702  -2.16160  -2.04357
H  -1.83617  -3.13720  -0.76406
H  -0.80751  -5.99316  -2.32472
C  3.88559  -1.87057  5.47618
C  3.98159  -1.85347  3.91755
C  2.68765  -1.65016  3.25753
O  4.79465  -0.76484  3.55017
H  3.50432  -0.95039  5.91890
H  4.84617  -2.04113  5.96228
H  3.29270  -2.67324  5.91471
H  4.33207  -2.80157  3.50965
H  2.66572  -2.14291  2.28551
H  2.39032  -0.62938  3.01734
H  1.85309  -2.05958  3.82673
H  4.31993  0.03674  3.78194
C  -1.70884  0.68532  -0.01624
C  -0.18886  1.03582  -0.19054
C  0.68026  0.63609  0.98388
O  0.24355  0.26051  -1.20420
H  -2.30140  1.15404  -0.80191
H  -2.00280  1.10602  0.94537
H  -2.00485  -0.36354  0.00311
H  -0.06639  2.10779  -0.34540
H  0.14509  0.83473  1.91244
H  1.56351  1.25785  1.13011
H  0.79504  -0.44768  0.96448
H  -0.52361  0.27372  -1.78117
C  -2.90296  -0.28488  -3.44920
O  -1.67948  0.22399  -3.10005
H  -2.92787  -0.95930  -4.30514
H  -3.29214  -0.85844  -2.60797
H  -3.57525  0.54099  -3.68172
H  -1.25359  0.42840  -3.93577
C  3.48743  -1.28258  -0.61595
O  2.58685  -0.79048  -1.64163
H  3.55379  -0.57010  0.20629
H  2.90875  -2.10073  -0.18716
H  4.48723  -1.63555  -0.86873
H  1.79714  -0.43175  -1.23021

Forces on the atoms, in the same order (eV/Å):
0.723 -0.008 -1.357
0.501 -0.478 0.675
-0.161 -1.060 0.071
-0.332 0.512 0.710
0.178 -0.463 0.074
-0.678 -0.221 0.087
-0.806 0.365 0.249
0.542 0.121 -0.310
0.199 0.441 0.269
0.311 0.479 -0.236
-0.394 0.308 -0.191
-0.066 -0.023 -0.045
-0.040 1.293 1.272
-1.003 0.216 -1.435
1.046 -1.049 -0.858
-0.797 -0.928 0.500
-0.513 0.284 0.312
0.507 0.065 0.368
0.562 -0.403 -0.750
0.253 0.322 -0.192
-0.104 -0.359 -0.036
0.052 0.223 0.670
0.218 0.393 0.020
-0.155 -0.022 0.154
0.340 -0.748 0.119
-0.197 0.708 1.919
-2.628 -0.423 -1.010
1.483 -0.154 -0.466
-0.147 0.260 -0.432
0.376 0.207 -0.411
-0.433 -0.152 -0.473
0.909 0.214 0.352
0.021 -0.079 -0.083
0.375 0.325 0.399
-0.061 -0.196 0.061
-0.043 0.034 0.023
0.342 1.273 1.031
-1.307 -0.386 2.512
-1.110 0.509 1.481
0.563 -0.447 -2.445
0.044 0.153 0.012
-0.412 0.121 -0.014
0.713 -0.220 -0.050
-0.202 0.289 -0.332
-0.274 0.008 0.197
0.440 -0.530 -0.621
0.626 0.105 -0.063
0.250 -0.649 -1.210
-2.295 -0.538 0.112
1.640 0.293 -0.519
0.472 -0.081 -0.126
-0.111 0.139 0.050
-0.400 -0.044 0.063
0.560 0.263 0.156
-2.339 0.062 0.660
2.392 -0.442 -0.428
0.387 0.316 -0.063
0.539 -0.628 0.341
-0.315 0.331 -0.843
-0.242 0.097 0.079


Entry 4:
This record from the Open Molecules 2025 dataset describes a 6-piece molecular cluster, C14H41O6 overall in a non-equilibrium geometry. The level of theory is ωB97M-V with the def2-TZVPD basis set.

Summary:
E_HOMO: -13.157 eV
LUMO level: -2.073 eV
Total charge: +1
Energy above the lowest of the compared OMol25 structures with the same formula, charge and spin: 0.0 kcal/mol
Orbital gap: 11.08 eV
E: -27461.6347 eV
F_max: 1.7 eV/A

Geometry (Å):
O  -0.07718  0.44828  -0.22153
H  0.11326  -0.51706  -0.39735
H  -0.91479  0.67234  0.25775
H  0.75592  0.95480  0.07677
C  0.13652  4.57191  1.17923
C  -0.80924  3.62210  0.45439
O  -1.17655  2.55004  1.34464
H  -0.33285  5.02538  2.05119
H  0.38594  5.43467  0.55066
H  1.06188  4.05744  1.42651
H  -0.36613  3.20089  -0.44370
H  -1.65903  4.24737  0.16433
H  -1.92920  2.84652  1.86346
C  3.38155  3.54116  -1.07290
C  3.04280  2.05341  -0.90082
C  4.24687  1.11851  -0.70321
O  2.05217  1.91291  0.11285
H  4.23564  3.66411  -1.75383
H  3.71822  4.10062  -0.19834
H  2.60054  4.05867  -1.63139
H  2.59645  1.78049  -1.85953
H  4.57354  1.05547  0.33240
H  5.00573  1.36987  -1.43752
H  3.84776  0.13001  -0.95081
H  2.36476  2.30677  0.93617
C  -2.54823  -2.33204  2.31624
C  -2.90745  -1.50024  1.06187
C  -4.41298  -1.41073  0.88553
O  -2.34586  -0.19455  1.25100
H  -1.46018  -2.39963  2.33421
H  -2.96558  -3.33944  2.26267
H  -2.90119  -1.84097  3.22346
H  -2.39620  -1.99291  0.23611
H  -4.93337  -1.20368  1.82799
H  -4.82846  -2.29268  0.39847
H  -4.78170  -0.55770  0.30189
H  -2.72638  0.21040  2.03476
C  -2.46509  -0.09231  -2.83118
C  -1.88906  -1.48804  -2.83562
C  -1.22800  -1.91206  -4.15172
O  -0.94518  -1.61153  -1.74094
H  -1.67721  0.66368  -2.90688
H  -3.01021  0.07567  -1.90400
H  -3.07394  0.02288  -3.72539
H  -2.68855  -2.17764  -2.54098
H  -0.16800  -1.65269  -4.17136
H  -1.73740  -1.36432  -4.94426
H  -1.25186  -2.98826  -4.31888
H  -0.53934  -2.47899  -1.69722
C  1.50558  -3.71529  2.03431
C  1.47159  -2.21063  1.77476
C  2.86067  -1.60067  1.90278
O  0.98537  -1.99128  0.43126
H  1.80639  -3.93329  3.06038
H  2.23452  -4.25470  1.42580
H  0.50098  -4.10249  1.85587
H  0.72470  -1.73633  2.40747
H  2.73565  -0.51284  1.83535
H  3.48992  -1.84631  1.04860
H  3.34354  -1.81113  2.85392
H  1.36792  -2.63393  -0.17570

Forces on the atoms, in the same order (eV/Å):
0.800 0.410 -0.279
-0.579 0.226 0.415
0.016 -0.482 0.386
-0.346 0.032 -0.158
0.190 0.260 -0.651
0.037 1.038 0.837
-0.048 -0.041 -0.683
0.017 -0.373 0.232
0.073 -0.244 -0.161
0.020 0.134 0.316
0.054 -0.139 0.046
-0.302 -0.533 -0.135
0.025 -0.024 0.058
0.860 0.085 -0.939
1.131 1.163 -0.585
-1.506 -0.305 -0.161
-0.579 -0.569 0.323
-0.021 -0.416 0.066
-0.475 -0.229 0.334
-0.325 0.098 0.584
-0.392 -0.238 0.277
0.402 0.373 -0.056
0.310 -0.013 0.296
0.363 -0.147 0.050
0.044 -0.038 -0.082
0.077 0.144 -0.774
-0.434 -0.452 1.563
-0.718 0.584 -0.312
0.529 0.169 -0.814
-0.004 -0.119 0.257
-0.012 0.070 0.039
-0.054 -0.024 0.029
-0.089 0.573 -0.324
0.239 -0.584 0.208
0.000 -0.152 0.307
0.685 -0.084 -0.419
-0.091 -0.073 0.068
0.750 0.077 -0.060
0.422 -1.082 0.453
-0.173 0.352 0.262
0.326 0.756 0.360
0.070 -0.101 0.049
-0.233 0.113 -0.146
-0.380 0.046 0.245
-0.172 -0.006 -0.544
-0.075 0.360 0.105
0.140 -0.386 -0.320
-0.337 0.013 -0.052
-0.279 -0.277 -0.329
-0.354 0.183 0.360
0.929 -1.169 -0.573
-0.646 1.262 -0.049
-0.379 0.363 -0.337
-0.222 0.116 0.075
-0.064 0.238 -0.327
0.122 -0.284 0.078
0.148 0.115 0.144
0.157 -0.010 0.121
0.081 -0.462 0.140
0.048 -0.216 -0.057
0.221 -0.078 0.242